ORCA calculation (ωB97M-V with the def2-TZVPD basis set) on a 5-piece molecular cluster, CH11NO4 overall at a distorted geometry.

Computed properties:
* gap between HOMO and LUMO: 10.43 eV
* energy above the lowest of the compared OMol25 structures with the same formula, charge and spin: 2.136 eV
* calculated total energy: -10893.8898 eV
* maximum force: 0.09967 hartree/bohr
* E_HOMO: -9.869 eV
* multiplicity: 1

Geometry as XYZ:
```
17
Properties=species:S:1:pos:R:3:forces:R:3
C 0.53441 3.53712 -2.53056 0.099 -0.066 1.388
N 0.24658 2.46631 -3.13927 -1.515 1.784 -1.234
H -0.26628 4.27821 -2.30596 0.466 -0.723 0.525
H 1.54497 3.66557 -2.05232 -0.515 0.716 -1.081
H 1.03510 2.19979 -3.67853 1.473 -1.708 0.430
O 0.21769 -2.67241 -0.85275 -0.902 0.485 0.614
H 0.98388 -3.11691 -0.52887 1.221 -0.502 -0.023
H -0.36934 -2.79978 -0.08502 -0.487 0.137 -0.418
O -1.96935 -2.26541 1.25421 -0.517 1.466 0.395
H -1.66620 -1.29639 1.28782 -1.035 -1.898 0.171
H -2.89035 -2.35577 1.63208 1.759 0.555 -0.641
O -0.03650 0.10951 0.71373 -0.536 1.166 1.607
H -0.00390 1.02941 0.40495 0.036 -0.751 -0.145
H 0.17597 -0.49646 0.03360 0.449 -0.789 -1.678
O 0.53146 -0.80798 3.39825 0.277 -0.297 5.109
H 0.57533 -0.76109 2.48879 1.125 0.559 -2.932
H 1.35654 -0.71370 3.95986 -1.399 -0.134 -2.086
```
Forces are in eV/Å.

natural (NBO) population analysis, charges in e, atoms 1 to 5:
1. C -0.0303
2. N -0.6173
3. H 0.1611
4. H 0.1440
5. H 0.3430